1.
Formula: C6H9FS
Source: the OMol25 dataset
Level of theory: the ωB97M-V functional and the def2-TZVPD basis

Last column: Mulliken charge in e.
Cartesian coordinates (Å):
C 1.550 1.339 0.816  -1.162
C 0.432 0.874 -0.082  0.808
C 0.684 -0.434 -0.920  -0.305
C -0.357 -0.431 0.089  -0.212
C -1.866 -0.279 -0.305  -0.382
C -2.707 -1.082 0.303  -0.664
H 2.607 1.718 0.489  0.240
H 1.713 0.346 1.523  0.299
H 1.002 2.177 1.381  0.328
H 0.699 -0.322 -1.975  0.446
H 3.153 -0.459 -0.778  0.130
H -0.051 -1.191 0.815  0.382
H -2.262 0.245 -1.172  0.286
H -2.535 -1.934 0.971  0.249
H -3.872 -1.059 -0.026  0.174
F -0.350 1.776 -0.862  -0.331
S 2.159 -1.285 -0.269  -0.284

Calculated values
Total charge = 0
HOMO energy = -8.822 eV

***

2.
Formula: C6H9FS
Source: the OMol25 dataset
Level of theory: the ωB97M-V functional and the def2-TZVPD basis

Last column: Mulliken charge in e.
Cartesian coordinates (Å):
C -0.639 -0.434 -1.564  -0.482
C -0.292 0.642 -0.456  -0.318
C -0.053 0.242 0.813  0.307
C -0.746 -0.716 1.734  -0.621
C 0.643 -1.152 2.260  -0.689
C 1.388 -0.577 0.911  -0.810
H -1.796 -0.699 -1.194  0.218
H -0.383 -0.258 -2.555  0.439
H 0.077 1.084 1.430  0.639
H -1.433 -1.529 1.282  0.267
H -1.496 -0.263 2.480  0.287
H 0.832 -2.153 2.359  0.388
H 0.710 -0.777 3.332  0.230
H 2.248 0.011 0.894  0.377
H 1.520 -1.314 0.248  0.378
F 0.002 -1.684 -1.138  -0.318
S -0.132 2.064 -1.264  -0.292

Calculated values
Total charge = 0
HOMO energy = -8.588 eV

***

Most stable: 1. Least stable: 2.